Entry 1:
DFT (the ωB97M-V functional and the def2-TZVPD basis) results for C50H37IrN4OSi as an isolated structure.

Last column: Löwdin charge in e.
CARTESIAN COORDINATES (ANGSTROEM)
1 Ir 0.216 -0.044 -0.952  1.3647
2 C -7.352 0.225 -2.432  -0.0903
3 C -6.467 -0.170 -3.426  -0.0782
4 C -5.105 -0.214 -3.167  -0.0323
5 C -4.614 0.136 -1.913  -0.2218
6 C -5.507 0.529 -0.920  -0.0307
7 C -6.870 0.572 -1.178  -0.0758
8 C -3.149 0.084 -1.629  -0.0611
9 C -2.580 -1.174 -1.432  -0.2132
10 C -3.315 -2.414 -1.443  0.0182
11 C -2.435 -3.398 -1.151  0.0180
12 C -1.150 -2.775 -0.958  -0.2123
13 N -1.275 -1.433 -1.152  -0.0498
14 C 0.020 -3.455 -0.630  -0.0611
15 C 1.271 -2.866 -0.456  -0.2120
16 C 2.470 -3.581 -0.100  0.0180
17 C 3.461 -2.668 0.006  0.0181
18 C 2.881 -1.380 -0.276  -0.2131
19 C 3.567 -0.169 -0.203  -0.0612
20 C 5.018 -0.224 0.144  -0.2215
21 C 5.958 -0.637 -0.796  -0.0323
22 C 7.304 -0.692 -0.465  -0.0785
23 C 7.722 -0.342 0.811  -0.0906
24 C 6.789 0.068 1.754  -0.0756
25 C 5.444 0.126 1.423  -0.0306
26 C 2.993 1.089 -0.373  -0.2120
27 N 1.685 1.349 -0.652  -0.0494
28 C 1.525 2.700 -0.671  -0.2113
29 C 0.334 3.388 -0.896  -0.0613
30 C 0.370 4.879 -0.825  -0.2212
31 C -0.167 5.534 0.279  -0.0287
32 C -0.142 6.919 0.357  -0.0760
33 C 0.421 7.664 -0.670  -0.0903
34 C 0.959 7.017 -1.774  -0.0783
35 C 0.933 5.632 -1.851  -0.0345
36 C -0.895 2.791 -1.167  -0.2118
37 C -2.113 3.513 -1.447  0.0177
38 C -3.078 2.594 -1.668  0.0166
39 C -2.468 1.295 -1.521  -0.2121
40 N -1.146 1.455 -1.238  -0.0498
41 C 2.796 3.328 -0.404  0.0179
42 C 3.699 2.338 -0.234  0.0159
43 N 1.560 -1.540 -0.563  -0.0493
44 C -0.079 -4.932 -0.427  -0.2229
45 C -0.632 -5.439 0.745  -0.0276
46 C -0.726 -6.809 0.941  -0.0755
47 C -0.270 -7.685 -0.034  -0.0904
48 C 0.285 -7.186 -1.204  -0.0784
49 C 0.381 -5.815 -1.399  -0.0332
50 H -8.415 0.259 -2.634  0.1005
51 H -6.838 -0.441 -4.406  0.1024
52 H -4.411 -0.519 -3.941  0.1224
53 H -5.125 0.795 0.058  0.1251
54 H -7.556 0.876 -0.398  0.1031
55 H -4.371 -2.503 -1.636  0.1156
56 H -2.627 -4.455 -1.066  0.1161
57 H 2.527 -4.645 0.059  0.1157
58 H 4.492 -2.836 0.269  0.1158
59 H 5.626 -0.912 -1.790  0.1223
60 H 8.028 -1.009 -1.204  0.1024
61 H 8.771 -0.389 1.070  0.1006
62 H 7.110 0.336 2.753  0.1031
63 H 4.708 0.441 2.153  0.1256
64 H -0.602 4.948 1.080  0.1246
65 H -0.560 7.417 1.222  0.1030
66 H 0.440 8.744 -0.610  0.1005
67 H 1.397 7.592 -2.579  0.1024
68 H 1.349 5.126 -2.713  0.1228
69 H -2.200 4.586 -1.473  0.1160
70 H -4.113 2.762 -1.911  0.1154
71 H 2.959 4.391 -0.350  0.1149
72 H 4.752 2.429 -0.024  0.1155
73 H -0.984 -4.750 1.503  0.1244
74 H -1.155 -7.193 1.857  0.1031
75 H -0.344 -8.754 0.118  0.1005
76 H 0.641 -7.864 -1.969  0.1023
77 H 0.811 -5.421 -2.311  0.1226
78 C -2.696 0.649 4.123  -0.1932
79 Si -0.886 0.194 3.967  0.3948
80 C 0.168 1.507 4.785  -0.1920
81 C -0.578 -1.464 4.779  -0.1926
82 C -0.460 0.090 2.199  -0.1949
83 C -0.199 0.035 1.012  -0.2355
84 H -3.005 0.728 5.168  0.0264
85 H -3.321 -0.104 3.639  0.0268
86 H -2.891 1.606 3.636  0.0267
87 H -0.077 1.609 5.845  0.0271
88 H 0.012 2.476 4.305  0.0257
89 H 1.228 1.261 4.702  0.0267
90 H -0.814 -1.433 5.846  0.0269
91 H 0.466 -1.761 4.669  0.0282
92 H -1.196 -2.237 4.317  0.0246
93 O 0.810 -0.209 -3.996  0.1592
94 C 0.603 -0.139 -2.887  -0.1727

Computed properties:
Electronic energy (Ha): -2615.76212
2S+1: 1

---

Entry 2:
DFT (the ωB97M-V functional and the def2-TZVPD basis) results for one molecule with the formula C5H12O.

Last column: Löwdin charge in e.
CARTESIAN COORDINATES (ANGSTROEM)
1 C -1.051 0.961 -0.789  -0.0846
2 C -0.668 -0.411 -0.223  -0.4464
3 C -1.811 -0.959 0.633  -0.0914
4 C 0.632 -0.331 0.587  -0.1734
5 C 1.850 0.087 -0.235  -0.2739
6 O 2.657 0.945 0.555  -0.0708
7 H -0.380 1.292 -1.588  0.0652
8 H -1.024 1.725 0.000  0.0889
9 H -2.063 0.944 -1.206  0.0746
10 H -0.511 -1.104 -1.064  0.1366
11 H -2.000 -0.302 1.492  0.0833
12 H -1.585 -1.961 1.018  0.0757
13 H -2.739 -1.018 0.050  0.0748
14 H 0.508 0.412 1.386  0.1216
15 H 0.825 -1.292 1.078  0.1155
16 H 1.531 0.601 -1.152  0.1020
17 H 2.421 -0.799 -0.552  0.1174
18 H 3.409 1.211 0.012  0.0849

Computed properties:
Electronic energy (Ha): -272.93570
2S+1: 1
Structure (SMILES): CC(C)CCO

---

Entry 3:
DFT (the ωB97M-V functional and the def2-TZVPD basis) results for one molecule with the formula C4H10O2.

Last column: Löwdin charge in e.
CARTESIAN COORDINATES (ANGSTROEM)
1 C 2.321 -0.857 -0.408  -0.1006
2 O 1.375 -0.184 0.386  -0.2127
3 C 0.318 0.403 -0.347  -0.1734
4 C -0.878 0.586 0.616  -0.4104
5 C -2.231 0.452 -0.086  -0.0431
6 O -0.848 -0.414 1.610  -0.0382
7 H 1.831 -1.542 -1.117  0.0917
8 H 2.949 -0.156 -0.975  0.0910
9 H 2.953 -1.440 0.267  0.0918
10 H 0.039 -0.259 -1.182  0.1183
11 H 0.640 1.366 -0.773  0.1340
12 H -0.796 1.581 1.085  0.1387
13 H -2.915 -0.011 0.630  0.0813
14 H -2.169 -0.212 -0.955  0.0750
15 H -2.658 1.406 -0.404  0.0760
16 H 0.068 -0.722 1.653  0.0804

Computed properties:
Electronic energy (Ha): -308.85390
2S+1: 1
Structure (SMILES): COC[C@@H](C)O

---

Entry 4:
DFT (the ωB97M-V functional and the def2-TZVPD basis) results for a 2-piece molecular cluster, C36H40N3O overall in a non-equilibrium geometry.

Last column: Löwdin charge in e.
CARTESIAN COORDINATES (ANGSTROEM)
1 C -0.265 7.315 -2.252  -0.0133
2 N -0.237 6.427 -1.119  -0.1048
3 C 0.360 6.853 0.138  -0.1120
4 C 0.319 5.577 1.012  -0.0773
5 C -0.037 4.485 0.053  -0.1354
6 C -0.426 5.081 -1.171  -0.1468
7 C -0.935 4.305 -2.228  0.0298
8 C -1.040 2.938 -2.050  0.0320
9 C -0.573 2.282 -0.854  -0.1742
10 C -0.741 0.893 -0.663  0.0804
11 C -1.531 0.077 -1.557  -0.2215
12 C -2.648 -0.718 -1.130  0.0122
13 C -3.418 -1.412 -2.061  -0.1511
14 C -3.134 -1.295 -3.444  -0.1715
15 N -3.980 -2.071 -4.174  -0.1303
16 C -4.004 -2.190 -5.607  -0.0313
17 C -4.887 -2.830 -3.344  -0.1281
18 C -4.542 -2.384 -1.903  -0.0785
19 C -2.026 -0.561 -3.894  0.0097
20 C -1.208 0.038 -2.954  -0.0440
21 C -0.020 3.112 0.182  0.0453
22 H -0.727 6.811 -3.107  0.0850
23 H -0.831 8.221 -2.002  0.1041
24 H 0.757 7.620 -2.533  0.1080
25 H 1.398 7.199 -0.013  0.1345
26 H -0.215 7.682 0.572  0.1326
27 H 1.288 5.417 1.499  0.1267
28 H -0.455 5.695 1.787  0.1334
29 H -1.299 4.798 -3.127  0.1128
30 H -1.520 2.331 -2.816  0.1115
31 H -0.346 0.471 0.243  0.0706
32 H -2.897 -0.760 -0.062  0.1393
33 H -3.714 -1.243 -6.071  0.0887
34 H -3.319 -2.963 -5.983  0.0992
35 H -5.016 -2.460 -5.927  0.0970
36 H -5.933 -2.619 -3.598  0.1255
37 H -4.729 -3.908 -3.485  0.1289
38 H -4.234 -3.275 -1.337  0.1258
39 H -5.420 -1.932 -1.421  0.1265
40 H -1.821 -0.517 -4.963  0.1117
41 H -0.288 0.520 -3.286  0.1248
42 H 0.374 2.663 1.099  0.1264
43 O 0.621 -0.806 3.108  -0.0149
44 C 1.505 -1.740 2.505  -0.3897
45 C 2.130 -2.493 3.689  -0.1723
46 C 1.341 -2.681 4.822  -0.0120
47 C 1.804 -3.504 5.854  -0.0640
48 C 3.079 -4.078 5.782  -0.0835
49 C 3.890 -3.842 4.668  -0.0692
50 C 3.408 -3.058 3.609  -0.0522
51 C 0.736 -2.709 1.605  -0.1335
52 C -0.234 -2.182 0.758  -0.0389
53 C -0.607 -2.910 -0.370  -0.0663
54 C -0.181 -4.231 -0.525  -0.0813
55 C 0.605 -4.828 0.460  -0.0641
56 C 1.062 -4.068 1.545  -0.0011
57 C 2.493 -0.986 1.608  -0.2575
58 C 3.499 -0.156 2.432  -0.1136
59 C 3.831 1.040 1.528  -0.1489
60 C 2.714 1.106 0.481  -0.1882
61 N 1.802 -0.016 0.747  -0.0233
62 H 0.496 -0.051 2.497  0.0901
63 H 0.357 -2.214 4.889  0.1225
64 H 1.151 -3.687 6.704  0.1043
65 H 3.434 -4.715 6.590  0.1030
66 H 4.893 -4.265 4.602  0.1055
67 H 3.991 -2.905 2.694  0.1144
68 H -0.715 -1.229 0.988  0.0931
69 H -1.239 -2.464 -1.129  0.0720
70 H -0.484 -4.780 -1.418  0.1038
71 H 0.880 -5.881 0.391  0.1080
72 H 1.670 -4.526 2.326  0.1178
73 H 3.041 -1.718 0.965  0.1698
74 H 3.036 0.197 3.374  0.1340
75 H 4.367 -0.781 2.689  0.1102
76 H 3.897 1.954 2.128  0.1070
77 H 4.805 0.901 1.048  0.1104
78 H 2.226 2.084 0.560  0.0750
79 H 3.104 1.030 -0.543  0.1200
80 H 1.511 -0.480 -0.111  0.1109

Computed properties:
Electronic energy (Ha): -1635.06431
2S+1: 1
Total charge: +1

---

Entry 5:
DFT (the ωB97M-V functional and the def2-TZVPD basis) results for C43H53N8O8PS2Ta as an isolated structure in a non-equilibrium geometry.

Last column: Löwdin charge in e.
CARTESIAN COORDINATES (ANGSTROEM)
1 Ta 11.224 11.873 14.030  1.9648
2 N 16.843 16.930 18.233  0.1514
3 C 16.127 16.257 17.312  -0.3091
4 C 14.810 15.895 17.588  -0.0239
5 C 14.138 14.888 16.889  -0.0864
6 C 14.673 14.315 15.746  -0.2766
7 C 16.011 14.654 15.454  -0.0471
8 C 16.653 15.686 16.130  0.0016
9 S 13.846 12.846 15.111  0.7735
10 O 14.691 11.737 15.560  -0.2999
11 O 12.432 12.904 15.685  -0.4661
12 N 13.280 12.676 13.544  -0.1822
13 C 14.327 12.287 12.679  -0.4774
14 N 13.986 11.821 11.489  0.1196
15 C 15.038 11.483 10.696  -0.0684
16 C 16.375 11.633 11.085  -0.0094
17 C 16.579 12.069 12.376  -0.0784
18 N 15.574 12.430 13.178  0.1034
19 H 16.443 17.138 19.155  0.1328
20 H 17.844 16.957 18.157  0.1175
21 H 14.264 16.314 18.440  0.1205
22 H 13.174 14.515 17.277  0.1086
23 H 16.499 14.075 14.647  0.1064
24 H 17.645 15.980 15.757  0.1293
25 H 14.737 11.142 9.708  0.1196
26 H 17.200 11.346 10.447  0.1181
27 H 17.561 12.074 12.883  0.1399
28 N 10.350 9.242 11.738  0.1448
29 C 9.187 9.643 12.342  -0.2900
30 C 7.957 9.133 11.871  0.0380
31 C 6.792 9.555 12.508  -0.0119
32 C 6.874 10.326 13.678  -0.0301
33 C 8.130 10.677 14.101  -0.1215
34 N 9.262 10.418 13.416  0.0369
35 C 11.644 9.217 12.214  -0.2291
36 C 12.439 8.206 11.618  0.0199
37 C 13.639 7.833 12.207  0.0001
38 C 14.098 8.545 13.339  -0.0113
39 C 13.323 9.592 13.788  -0.1492
40 N 12.161 10.015 13.212  -0.0295
41 H 10.228 8.570 10.981  0.1560
42 H 7.893 8.420 11.032  0.1379
43 H 5.839 9.227 12.131  0.1239
44 H 5.972 10.654 14.190  0.1246
45 H 8.300 11.216 15.006  0.0872
46 H 12.068 7.707 10.705  0.1389
47 H 14.214 7.006 11.782  0.1339
48 H 14.978 8.266 13.867  0.1177
49 H 13.714 10.200 14.597  0.0747
50 O 10.927 10.804 15.514  -0.6232
51 S 11.307 9.346 16.662  1.3341
52 C 9.779 8.487 16.803  -0.4334
53 C 9.734 7.209 16.251  -0.0721
54 C 8.582 6.438 16.273  -0.0242
55 C 7.435 6.962 16.874  -0.0106
56 C 7.456 8.246 17.415  -0.0282
57 C 8.624 9.002 17.381  -0.0564
58 C 11.484 9.899 18.324  -0.4331
59 C 11.767 8.974 19.337  -0.0436
60 C 11.987 9.435 20.627  -0.0213
61 C 11.783 10.777 20.907  -0.0225
62 C 11.381 11.674 19.914  -0.0251
63 C 11.272 11.243 18.582  -0.0761
64 H 10.644 6.816 15.816  0.1154
65 H 8.587 5.463 15.776  0.1329
66 H 6.535 6.361 16.928  0.1300
67 H 6.516 8.704 17.760  0.1342
68 H 8.693 10.000 17.843  0.1282
69 H 11.854 7.914 19.056  0.1341
70 H 12.326 8.780 21.396  0.1241
71 H 11.954 11.137 21.889  0.1155
72 H 11.141 12.710 20.138  0.1172
73 H 11.066 11.927 17.760  0.0838
74 C 10.226 15.972 15.367  0.0116
75 N 9.541 15.018 16.243  -0.1080
76 C 8.880 15.590 17.417  -0.0025
77 C 9.521 13.711 15.995  -0.1775
78 O 9.933 13.107 14.946  -0.2159
79 H 9.612 16.829 15.171  0.1032
80 H 10.524 15.477 14.418  0.0600
81 H 11.122 16.337 15.840  0.1035
82 H 9.126 16.659 17.501  0.1113
83 H 9.219 15.070 18.333  0.1027
84 H 7.770 15.484 17.357  0.1200
85 H 9.019 13.127 16.777  0.1640
86 C 12.922 14.687 9.891  -0.0097
87 C 11.670 14.075 9.341  -0.5950
88 C 11.103 14.898 8.185  -0.0110
89 C 11.787 12.611 8.916  -0.0204
90 O 10.605 14.105 10.329  -0.1315
91 P 10.220 13.771 11.777  0.2871
92 O 10.836 14.677 12.771  -0.2775
93 O 10.580 12.267 12.146  -0.3885
94 O 8.662 13.612 11.684  -0.1642
95 C 7.573 14.607 11.420  -0.5711
96 C 6.619 14.429 12.586  -0.0304
97 C 6.964 14.071 10.120  -0.0054
98 C 8.039 16.057 11.396  -0.0155
99 H 13.674 14.828 9.112  0.1067
100 H 13.320 14.050 10.691  0.0642
101 H 12.676 15.683 10.253  0.1001
102 H 11.713 14.761 7.309  0.0903
103 H 11.006 15.966 8.419  0.1013
104 H 10.119 14.490 7.919  0.0922
105 H 12.413 12.540 8.016  0.0995
106 H 10.801 12.191 8.695  0.0943
107 H 12.289 12.018 9.721  0.0590
108 H 6.255 13.387 12.619  0.0854
109 H 5.748 15.092 12.494  0.1032
110 H 7.172 14.700 13.494  0.0817
111 H 6.794 13.000 10.240  0.0863
112 H 7.647 14.248 9.277  0.0884
113 H 6.018 14.576 9.894  0.1036
114 H 8.708 16.293 12.223  0.0746
115 H 7.146 16.678 11.535  0.1015
116 H 8.548 16.328 10.445  0.1048

Computed properties:
Electronic energy (Ha): -3904.43009
2S+1: 1
Total charge: +3